1.
Formula: C43H48MnN2O3P2
Source: the OMol25 dataset
Level of theory: the ωB97M-V functional and the def2-TZVPD basis

Each line ends with the Mulliken spin population.
Geometry (Å):
Mn -0.07599 0.21767 3.83555  3.511
C -2.18001 0.09582 4.71372  -0.028
C -2.07015 -0.29757 3.35839  -0.023
C -2.57541 0.53986 2.18562  0.032
C -1.52636 1.48411 1.55541  -0.070
C -0.37278 1.80134 2.46386  0.005
C -0.55496 2.25193 3.80431  -0.230
C -1.90509 2.61563 4.37880  -0.005
C -2.59339 1.46187 5.15147  -0.031
C 1.82004 0.45119 3.41733  -0.241
H -2.35549 -0.69941 5.45456  -0.004
H -2.01756 -1.37867 3.15923  -0.016
H -3.49092 1.09951 2.44971  0.001
H -2.89025 -0.17336 1.40183  0.003
H -1.12564 0.99960 0.64880  -0.004
H -2.01533 2.41004 1.19937  -0.001
H 0.56686 2.04725 1.95760  0.020
H 0.31857 2.67921 4.31816  0.001
H -2.59199 2.99884 3.60571  0.000
H -1.75577 3.45297 5.08068  -0.005
H -2.36082 1.58084 6.22649  0.010
H -3.69350 1.57254 5.08085  0.007
H 2.38301 -0.04534 4.22334  0.020
H 2.09136 1.51504 3.31707  0.019
H 1.94946 -0.08527 2.45876  0.016
P 0.00845 -2.06354 -5.53581  0.374
P 1.93644 0.54555 -5.78773  0.278
C -0.61645 -0.48407 -6.16114  0.441
C 0.19399 0.60227 -6.26766  0.367
C -0.84446 -3.26159 -6.63911  0.043
C -2.03542 -2.98509 -7.32289  0.007
C -2.64371 -3.97183 -8.10720  0.009
C -2.06688 -5.23982 -8.20857  0.015
C -0.86563 -5.51745 -7.54692  0.001
C -0.24408 -4.52945 -6.78373  0.039
C -0.91179 -2.23584 -3.93846  0.056
C -0.54955 -1.38410 -2.87502  0.044
C -1.28194 -1.40063 -1.68627  -0.046
C -2.39635 -2.24079 -1.56371  0.058
C -2.73219 -3.11677 -2.60178  -0.033
C -1.96830 -3.13834 -3.77200  0.086
C 2.65555 1.30117 -7.33203  0.071
C 2.62389 0.52299 -8.50547  0.002
C 2.98436 1.08293 -9.73052  -0.027
C 3.38110 2.42344 -9.79821  0.036
C 3.46280 3.18631 -8.62984  -0.020
C 3.13374 2.61590 -7.39502  0.063
C 2.01592 1.94412 -4.59922  0.067
C 3.14998 2.01016 -3.76565  0.016
C 3.33442 3.10333 -2.92230  0.002
C 2.37904 4.12673 -2.88693  0.009
C 1.22801 4.03896 -3.67448  0.005
C 1.02791 2.93062 -4.50397  0.006
H -1.67051 -0.42665 -6.45507  0.013
H -0.16870 1.54138 -6.70962  0.001
H -2.50531 -2.00946 -7.24387  0.014
H -3.57195 -3.74593 -8.63308  0.001
H -2.55376 -6.01443 -8.80503  0.001
H -0.41472 -6.50800 -7.62073  -0.001
H 0.69996 -4.73332 -6.27755  0.000
H 0.28992 -0.69650 -2.99271  0.011
H -0.99212 -0.75233 -0.85685  -0.004
H -3.00392 -2.21337 -0.65696  0.007
H -3.59082 -3.78104 -2.50935  -0.001
H -2.21774 -3.84092 -4.56733  0.010
H 2.28092 -0.51170 -8.45819  -0.001
H 2.94094 0.47872 -10.63799  0.000
H 3.62422 2.87456 -10.76173  0.003
H 3.77294 4.23019 -8.67282  0.000
H 3.21818 3.21186 -6.48658  0.009
H 3.88912 1.20848 -3.80674  -0.001
H 4.22940 3.16382 -2.30107  -0.001
H 2.53402 4.99349 -2.24147  0.000
H 0.48146 4.83422 -3.64993  0.001
H 0.11342 2.84904 -5.08574  -0.031
C -1.57893 0.42385 9.20981  0.000
C -0.88867 -0.87240 8.82287  -0.001
C 0.53626 -0.72284 8.21768  -0.007
C 1.51868 -0.06826 9.23694  0.000
C 1.35517 1.40056 9.57490  0.000
C 1.06288 -2.14516 7.96749  -0.001
O 1.69018 -2.79915 8.78948  0.000
N 0.71199 -2.71678 6.75404  0.001
C 0.30028 -2.04107 5.60754  0.024
O 0.00000 -2.65762 4.58024  0.008
N 0.30030 -0.67429 5.72313  -0.039
C 0.45718 0.02721 6.87272  0.021
O 0.47131 1.27163 6.80943  0.008
H -1.27896 0.72192 10.22470  0.000
H -2.66364 0.27158 9.20315  0.000
H -1.31751 1.22508 8.50544  0.000
H -0.80275 -1.52656 9.70584  0.000
H -1.50751 -1.42777 8.10103  0.000
H 1.45267 -0.67161 10.15768  0.000
H 2.54234 -0.21282 8.85987  0.000
H 0.56246 1.56572 10.31371  0.000
H 2.30207 1.75314 9.99405  0.000
H 1.13924 1.96287 8.66036  0.000
H 0.91329 -3.70013 6.63329  -0.001

Calculated values
ΔE to the lowest compared entry with this formula, charge and spin = 1.240 eV
frontier orbital gap (spin up / spin down) = 4.0 / 4.6 eV
2S+1 = 6


2.
Formula: C43H49BO4S
Source: the OMol25 dataset
Level of theory: the ωB97M-V functional and the def2-TZVPD basis

Each line ends with the Mulliken charge.
Geometry (Å):
C -1.96291 4.96452 6.12976  -0.925
C -3.43489 5.19680 5.66703  -0.621
C -4.06124 4.01427 4.87257  -0.734
C -3.28821 3.60579 3.55584  0.114
C -4.27017 3.58679 2.31824  -0.761
C -3.99866 2.38996 1.34041  -0.531
C -3.53839 2.84432 -0.10063  -0.737
C -2.85934 1.58107 -0.76139  -0.761
C -2.42265 1.81677 -2.23895  -0.616
C -1.13753 0.97565 -2.57386  -0.485
C -0.97245 0.77143 -4.12423  -0.550
C -0.23945 1.99144 -4.79225  -0.477
C -0.19140 1.87543 -6.35067  -0.719
C 1.17734 1.39623 -6.92568  -0.299
C 2.40772 2.26993 -6.51094  -0.435
B 2.70007 3.46662 -7.54164  0.238
S 1.57630 4.97133 -7.45128  -0.366
H -1.75663 5.71698 6.92394  0.366
H -1.26122 5.20863 5.31038  0.299
H -1.77732 3.97878 6.58819  0.165
H -3.51443 6.12919 5.07783  0.270
H -4.04274 5.30970 6.59230  0.342
H -5.07899 4.33964 4.56455  0.396
H -4.20024 3.11373 5.50174  0.310
H -2.97078 2.53392 3.68456  -0.212
H -2.36733 4.18125 3.35821  0.317
H -4.21723 4.56854 1.80116  0.338
H -5.30929 3.45825 2.68871  0.429
H -4.94617 1.83230 1.20285  0.296
H -3.21599 1.70445 1.72597  0.246
H -4.43288 3.12455 -0.69132  0.224
H -2.85931 3.71635 -0.06383  0.452
H -3.61646 0.77292 -0.66144  0.288
H -2.01953 1.31171 -0.08739  0.373
H -3.23310 1.44471 -2.90018  0.321
H -2.24946 2.89138 -2.42671  0.298
H -0.23289 1.42755 -2.12318  0.360
H -1.27087 -0.04358 -2.15310  0.228
H -0.34819 -0.11986 -4.32116  0.231
H -1.98032 0.70780 -4.57298  0.339
H -0.86828 2.87855 -4.55485  0.122
H 0.73979 2.14673 -4.30539  0.379
H -0.45650 2.85840 -6.77801  0.306
H -0.93705 1.10112 -6.63445  0.394
H 1.09569 1.45814 -8.03604  0.330
H 1.33400 0.32791 -6.68611  0.058
H 3.33844 1.66346 -6.46344  0.120
H 2.29146 2.74884 -5.51027  0.255
H 3.56695 3.44450 -8.35419  -0.069
H 0.83806 4.98899 -8.61186  0.142
C -2.96012 0.14521 5.04661  -0.503
C -2.24960 0.76597 6.06825  -0.352
C -1.01386 0.27616 6.46273  -0.792
C -0.48450 -0.84956 5.83842  0.264
C -1.20562 -1.48584 4.82623  0.269
C -2.43955 -0.97956 4.42584  -0.739
C -0.67675 -2.70907 4.17835  0.597
O -1.30043 -3.26056 3.29096  -0.687
C 0.62616 -3.24948 4.63324  0.074
C 1.11021 -4.42231 4.06575  -0.435
C 2.33592 -4.93347 4.46540  -0.513
C 3.08544 -4.26933 5.43305  -0.487
C 2.60397 -3.10074 6.00623  -0.605
C 1.36876 -2.59138 5.61299  0.227
C 0.84846 -1.35635 6.24991  0.480
O 1.50064 -0.77120 7.09285  -0.668
H -3.92130 0.53729 4.73595  0.472
H -2.65921 1.63987 6.55953  0.529
H -0.46334 0.76849 7.25388  0.480
H -2.99356 -1.46475 3.63275  0.507
H 0.52900 -4.93601 3.31113  0.570
H 2.71022 -5.84827 4.02244  0.412
H 4.04532 -4.66478 5.74092  0.400
H 3.18768 -2.58746 6.75909  0.476
C 4.96585 -2.24733 -5.89676  -0.530
C 6.02411 -2.95125 -5.32869  -0.427
C 5.82601 -3.69371 -4.17382  -0.667
C 4.56973 -3.72617 -3.57492  0.442
C 3.51462 -3.00145 -4.13173  0.071
C 3.71394 -2.27101 -5.30036  -0.584
C 2.18229 -2.98662 -3.47941  0.400
O 1.26024 -2.35829 -3.96324  -0.682
C 1.99748 -3.74386 -2.21926  0.247
C 0.76973 -3.69163 -1.56588  -0.534
C 0.58005 -4.40221 -0.39121  -0.641
C 1.61260 -5.17532 0.13119  -0.307
C 2.84012 -5.22899 -0.51247  -0.772
C 3.03898 -4.50522 -1.68599  0.223
C 4.36538 -4.53746 -2.34900  0.572
O 5.27054 -5.21032 -1.89391  -0.673
H 5.12014 -1.67527 -6.80334  0.417
H 7.00387 -2.92179 -5.78888  0.397
H 6.64926 -4.24388 -3.73719  0.469
H 2.89425 -1.71851 -5.74116  0.649
H -0.03581 -3.09261 -1.97043  0.494
H -0.37368 -4.35476 0.12021  0.442
H 1.45824 -5.73286 1.04666  0.496
H 3.64273 -5.82624 -0.09976  0.474

Calculated values
frontier orbital gap = 8.0 eV
2S+1 = 1


3.
Formula: C43H49FN5OsPS2Si
Source: the OMol25 dataset
Level of theory: the ωB97M-V functional and the def2-TZVPD basis

Each line ends with the Mulliken spin population.
Geometry (Å):
Os 0.21013 -0.60371 -1.04834  2.508
C -1.51336 2.50037 -4.10677  0.008
Si -0.52022 2.31242 -2.50029  -0.036
C 0.79036 3.58273 -2.66566  0.008
C -1.55929 2.50898 -1.03398  0.047
N 0.07678 0.59771 -2.57935  0.275
C -0.17070 0.03731 -3.85744  -0.081
C -1.29746 -0.75682 -4.01990  0.060
C -1.60040 -1.27017 -5.25988  0.002
C -0.83469 -0.89947 -6.40632  0.007
C 0.23701 -0.06419 -6.23416  0.000
C 0.50427 0.42283 -4.98456  -0.004
F 1.55569 1.26102 -4.88711  0.002
H -2.15349 3.36338 -4.05030  0.000
H -2.14615 1.65438 -4.29613  0.000
H -0.91911 2.61552 -4.98766  0.000
H 0.19912 4.53857 -2.74733  -0.001
H 1.30074 3.36576 -3.64014  0.001
H 1.56288 3.67854 -1.91187  0.000
H -1.79640 3.59044 -0.89432  0.000
H -1.00723 2.26934 -0.11578  -0.021
H -2.45445 1.94842 -1.13132  0.001
H -1.91809 -1.04885 -3.22533  0.002
H -2.46873 -1.88033 -5.44366  0.000
H -1.10510 -1.31375 -7.35853  0.000
H 0.87647 0.21534 -7.02477  0.001
C -3.06311 -5.24247 0.97971  0.000
C -3.76252 -4.04485 0.86776  0.000
C -3.07735 -2.85841 0.91755  0.006
C -1.72754 -2.77973 1.19338  0.009
C -1.03911 -3.98682 1.37444  -0.001
C -1.70383 -5.20150 1.26409  -0.002
P -0.81682 -1.22053 1.17013  0.040
C -1.91729 0.02053 1.90098  -0.042
C -1.83117 0.42235 3.27335  -0.005
C -2.72746 1.36206 3.79144  0.000
C -3.69393 1.94170 2.98994  0.001
C -3.75533 1.61750 1.62717  0.000
C -2.89171 0.60612 1.16930  -0.008
C 0.75511 -1.19869 2.16015  -0.016
C 0.97699 -1.75130 3.39759  0.012
C 2.11737 -1.39192 4.17854  -0.014
C 2.99081 -0.51217 3.62358  0.019
C 2.81459 0.03448 2.35086  -0.004
C 3.75295 0.93274 1.80796  0.095
C 3.60538 1.46138 0.56886  -0.016
C 2.48055 1.09167 -0.23407  0.071
C 1.52597 0.17989 0.24075  -0.314
C 1.70185 -0.31462 1.57221  0.139
H -3.56889 -6.19749 0.86713  0.000
H -4.82134 -4.02750 0.57631  0.000
H -3.67239 -1.97452 0.77788  0.002
H 0.04203 -3.99954 1.57856  0.000
H -1.16786 -6.13445 1.36784  0.000
H -1.07814 -0.02789 3.94924  -0.002
H -2.64071 1.58037 4.86495  0.000
H -4.39204 2.69007 3.36229  0.000
H -4.50201 2.04415 0.90967  0.000
H -3.04230 0.31883 0.12345  0.005
H 0.23767 -2.37289 3.86013  0.000
H 2.31679 -1.78698 5.17110  0.000
H 3.90662 -0.22811 4.15719  0.001
H 4.65939 1.19399 2.38367  0.004
H 4.33430 2.19776 0.14707  -0.005
H 2.42979 1.37227 -1.25865  0.023
C 2.68486 -2.83820 -3.69469  -0.001
N 1.46190 -3.51741 -4.18292  0.019
C 1.55077 -4.00964 -5.58565  0.002
C 0.36590 -3.57179 -3.40804  0.057
S 0.63965 -2.90306 -1.79710  0.182
N -0.83987 -4.16083 -3.62002  0.016
C -1.35104 -4.64249 -4.91993  0.002
C -2.00151 -4.01741 -2.65301  0.008
H 3.53306 -3.18596 -4.31748  0.001
H 2.89344 -3.10078 -2.65871  -0.006
H 2.58368 -1.73485 -3.73842  0.002
H 2.02066 -3.22007 -6.15177  0.000
H 0.58039 -4.14030 -6.05032  0.000
H 2.16076 -4.86607 -5.75650  0.001
H -0.85956 -5.53950 -5.21657  0.001
H -1.27434 -3.86424 -5.69016  0.000
H -2.42455 -4.86118 -4.75062  -0.001
H -1.72514 -3.69053 -1.65900  -0.008
H -2.43312 -5.02101 -2.49857  0.000
H -2.77682 -3.38090 -3.13505  -0.001
N 0.33915 2.98956 4.07649  0.027
C 1.11863 3.83423 3.37624  -0.003
S 1.22513 3.81941 1.69077  0.846
N 1.93558 4.63012 4.05597  0.098
C 2.08376 4.75752 5.50746  -0.008
C 0.98196 5.20553 6.25192  0.011
C 1.19009 5.35727 7.57611  -0.002
C 2.36571 4.99228 8.22310  0.008
C 3.41016 4.47824 7.44860  -0.004
C 3.21594 4.29294 6.06823  0.007
H -0.41866 2.55301 3.54974  -0.006
H 0.21960 3.07375 5.07474  -0.004
H 2.53138 5.17521 3.50897  -0.013
H 0.05204 5.47516 5.74581  -0.002
H 0.41644 5.86239 8.16453  0.000
H 2.50359 5.18626 9.27099  0.000
H 4.39624 4.19953 7.82787  0.000
H 4.04023 3.94256 5.45437  -0.001

Calculated values
ΔE to the lowest compared entry with this formula, charge and spin = 2.040 eV
frontier orbital gap (spin up / spin down) = 7.2 / 3.5 eV
total charge = +2
2S+1 = 5


4.
Formula: C43H49MgNO2P3Te
Source: the OMol25 dataset
Level of theory: the ωB97M-V functional and the def2-TZVPD basis

Each line ends with the Mulliken charge.
Geometry (Å):
Mg 0.14231 -0.23001 0.06039  1.535
O 0.28493 1.82952 0.22618  0.196
P 0.68053 2.91663 1.19355  0.218
C 0.41271 2.36871 2.90424  -1.373
P -0.77898 1.00219 2.99879  0.228
O -0.27878 -0.16514 2.17432  -0.879
C -0.86935 0.57705 4.73652  0.334
C -1.96598 0.88874 5.53834  -0.549
C -1.96577 0.53078 6.88158  -0.754
C -0.87817 -0.13452 7.42423  -0.559
C 0.21768 -0.45370 6.62879  -0.787
C 0.22111 -0.10092 5.29042  -0.214
C -2.37078 1.60099 2.48833  1.064
C -2.77621 2.91896 2.69840  -0.452
C -4.06750 3.30267 2.36639  -0.690
C -4.95485 2.36822 1.84341  -0.697
C -4.55220 1.05437 1.63438  -0.552
C -3.25880 0.66694 1.94923  -0.743
C 2.40651 3.33526 1.05681  0.864
C 3.05164 3.03267 -0.14055  -0.690
C 4.39149 3.35562 -0.30053  -0.633
C 5.08278 3.98057 0.72845  -0.616
C 4.44447 4.27808 1.92834  -0.847
C 3.10726 3.95134 2.09730  -0.573
C -0.31771 4.38236 0.97536  0.575
C -1.32468 4.33612 0.01886  0.021
C -2.15614 5.43504 -0.16291  -0.451
C -1.98189 6.57070 0.61357  -0.630
C -0.97187 6.62022 1.57074  -0.737
C -0.13795 5.52897 1.75053  -0.543
H 0.10811 3.19816 3.54594  1.001
H 1.34884 1.96053 3.29324  0.841
H -2.82483 1.39794 5.11948  0.396
H -2.82186 0.76600 7.50128  0.425
H -0.88490 -0.41577 8.46965  0.392
H 1.06087 -0.98186 7.05550  0.434
H 1.06554 -0.36496 4.66183  0.178
H -2.09486 3.65819 3.10503  0.420
H -4.37915 4.32856 2.51560  0.480
H -5.96549 2.66659 1.59189  0.421
H -5.24771 0.33133 1.22630  0.534
H -2.93202 -0.35109 1.76183  0.335
H 2.51611 2.51736 -0.92932  0.439
H 4.89452 3.10726 -1.22681  0.505
H 6.12850 4.23105 0.60035  0.426
H 4.98977 4.75854 2.73096  0.443
H 2.62403 4.17238 3.04346  0.371
H -1.45755 3.43394 -0.55834  -0.283
H -2.94260 5.39993 -0.90749  0.471
H -2.63004 7.42694 0.47260  0.418
H -0.83282 7.51205 2.16812  0.444
H 0.65576 5.58297 2.48908  0.329
C -3.16501 2.14810 -2.23399  -1.578
P -2.34092 0.61198 -1.64418  1.493
C -3.75828 -0.53710 -1.68656  -1.229
C -1.48763 0.09877 -3.19398  -1.261
H -3.90307 1.91088 -3.00238  0.566
H -2.42208 2.81948 -2.66947  0.424
H -3.66196 2.66818 -1.41143  0.235
H -4.21648 -0.53197 -2.67953  0.484
H -4.51073 -0.24694 -0.95047  0.313
H -3.40897 -1.54029 -1.44365  0.151
H -2.14402 0.20641 -4.06122  0.489
H -1.18305 -0.94913 -3.11334  0.195
H -0.59297 0.70350 -3.35876  0.291
Te -1.11201 -2.63661 -0.00295  -0.224
C -0.66813 -3.48106 -1.89357  0.018
C 0.43602 -3.08513 -2.65325  -0.254
C 0.69313 -3.66694 -3.88967  -0.461
C -0.14572 -4.65557 -4.38666  -0.554
C -1.23897 -5.06376 -3.63412  -0.559
C -1.50124 -4.48155 -2.39940  -0.599
H 1.11890 -2.33647 -2.27012  0.455
H 1.55710 -3.34869 -4.46080  0.411
H 0.05345 -5.10816 -5.34921  0.384
H -1.89644 -5.83877 -4.00950  0.369
H -2.36072 -4.80902 -1.82666  0.400
C 4.73847 -2.72394 1.84583  -0.825
N 3.44141 -2.11551 2.26238  0.090
C 2.27611 -2.90994 1.75047  -0.627
C 3.31088 -0.63692 1.89148  -0.440
C 3.44325 -0.37767 0.42047  1.436
C 4.74266 -0.16396 -0.05762  -0.031
C 4.97213 0.06838 -1.40111  -1.160
C 3.88157 0.09560 -2.26323  -0.741
C 2.59732 -0.08402 -1.76301  -0.291
C 2.30241 -0.31747 -0.40099  -0.318
H 4.74385 -3.76237 2.16573  0.339
H 5.55420 -2.17550 2.31045  0.348
H 4.80829 -2.66020 0.76511  0.390
H 3.40492 -2.14948 3.27830  0.363
H 2.27779 -2.86347 0.66621  0.400
H 1.35872 -2.46449 2.12278  0.121
H 2.37842 -3.93484 2.09906  0.353
H 4.08664 -0.13541 2.47088  0.712
H 2.32241 -0.35858 2.26101  -1.031
H 5.58448 -0.16176 0.63101  0.427
H 5.97786 0.22551 -1.76994  0.429
H 4.03549 0.27119 -3.32191  0.466
H 1.78371 -0.01230 -2.48635  0.147

Calculated values
ΔE to the lowest compared entry with this formula, charge and spin = 0.142 eV
frontier orbital gap = 6.2 eV
total charge = +1
2S+1 = 1